Record 1
Here is a structure of composition C15H16IN5O2S2Ti from the OMol25 dataset. Energies are from ωB97M-V with the def2-TZVPD basis set.

electronic energy: -80236.707 eV
charge: +2
multiplicity: 1
ΔE to the lowest compared entry with this formula, charge and spin: 0.00 kcal/mol
largest force on an atom: 0.222 eV/A

Geometry (Å):
Ti1 0.677 -0.262 -0.412
N1 -2.480 -2.739 1.220
C1 -1.706 -1.712 0.855
S1 0.020 -1.829 1.206
N2 -2.229 -0.688 0.242
N3 -1.275 0.313 0.033
C2 -1.737 1.522 0.068
C3 -0.954 2.717 -0.063
C4 -1.584 3.969 -0.022
C5 -0.840 5.125 -0.110
C6 0.548 5.048 -0.231
C7 1.198 3.825 -0.269
C8 0.441 2.671 -0.188
O1 1.033 1.454 -0.235
H1 -2.096 -3.505 1.745
H2 -3.482 -2.635 1.191
H3 -2.806 1.627 0.243
H4 -2.661 4.017 0.085
H5 -1.327 6.089 -0.077
H6 1.131 5.957 -0.291
H7 2.273 3.756 -0.359
S2 2.934 -0.996 -0.091
C9 3.080 -2.711 0.175
N4 3.950 -3.084 1.140
C10 4.244 -4.364 1.440
C11 3.635 -5.378 0.752
C12 2.727 -5.044 -0.252
C13 2.451 -3.721 -0.541
H8 4.411 -2.343 1.657
H9 4.966 -4.518 2.229
H10 3.870 -6.405 0.987
H11 2.241 -5.828 -0.818
H12 1.764 -3.452 -1.329
N5 -2.111 -0.818 -2.743
C14 -0.846 -0.624 -2.996
O2 0.033 -0.876 -2.096
C15 -0.399 -0.099 -4.309
I1 -0.032 1.989 -4.001
H13 -2.413 -1.057 -1.795
H14 -2.807 -0.640 -3.453
H15 -1.151 -0.197 -5.084
H16 0.540 -0.553 -4.607



Record 2
Here is an isolated molecule of C15H16INO5 from the OMol25 dataset. Energies are from ωB97M-V with the def2-TZVPD basis set.

electronic energy: -35641.994 eV
SMILES string: CC[C@H](I)[C@@]1(OC#N)OC(=O)O[C@]1(O)Cc1ccc(C)cc1
multiplicity: 1
largest force on an atom: 0.631 eV/A

Geometry (Å):
C1 -3.526 0.690 2.232
C2 -2.546 1.826 1.896
C3 -1.094 1.320 1.709
I1 0.139 1.958 3.355
C4 -0.528 1.544 0.292
O1 -0.796 0.296 -0.428
C5 -2.019 0.110 -0.793
N1 -3.112 -0.074 -1.104
O2 -1.193 2.567 -0.398
C6 -0.429 2.881 -1.513
O3 -0.808 3.585 -2.379
O4 0.726 2.194 -1.459
C7 0.943 1.904 -0.061
O5 1.314 3.112 0.523
C8 2.104 0.943 0.080
C9 1.922 -0.472 -0.409
C10 2.252 -0.829 -1.709
C11 2.070 -2.127 -2.153
C12 1.562 -3.108 -1.310
C13 1.343 -4.511 -1.810
C14 1.259 -2.754 -0.001
C15 1.439 -1.455 0.443
H1 -4.509 0.913 1.820
H2 -3.220 -0.254 1.782
H3 -3.632 0.560 3.307
H4 -2.560 2.541 2.713
H5 -2.876 2.335 0.997
H6 -1.087 0.242 1.831
H7 0.660 3.439 1.148
H8 2.898 1.430 -0.489
H9 2.421 0.942 1.121
H10 2.642 -0.070 -2.378
H11 2.332 -2.378 -3.174
H12 0.493 -4.537 -2.494
H13 1.121 -5.188 -0.988
H14 2.212 -4.875 -2.356
H15 0.879 -3.502 0.685
H16 1.206 -1.199 1.472



Record 3
Here is an isolated molecule of C15H16N2O2 from the OMol25 dataset. Energies are from ωB97M-V with the def2-TZVPD basis set.

electronic energy: -22890.782 eV
SMILES string: CCOC(=O)Nc1ccc(Cc2ccncc2)cc1
multiplicity: 1
ΔE to the lowest compared entry with this formula, charge and spin: 0.00 kcal/mol
largest force on an atom: 0.571 eV/A

Geometry (Å):
C1 2.288 5.146 -3.612
C2 1.436 4.877 -2.385
O1 1.880 3.666 -1.771
C3 0.950 2.957 -1.090
O2 -0.203 3.282 -0.977
N1 1.549 1.846 -0.582
C4 0.992 0.827 0.195
C5 -0.350 0.812 0.567
C6 -0.836 -0.225 1.338
C7 -0.011 -1.261 1.759
C8 -0.578 -2.396 2.572
C9 -1.481 -3.232 1.705
C10 -0.966 -3.938 0.622
C11 -1.831 -4.676 -0.167
N2 -3.134 -4.748 0.049
C12 -3.625 -4.076 1.075
C13 -2.849 -3.306 1.927
C14 1.324 -1.241 1.380
C15 1.824 -0.209 0.609
H1 2.183 4.336 -4.329
H2 1.971 6.075 -4.077
H3 3.335 5.228 -3.330
H4 1.533 5.690 -1.655
H5 0.378 4.772 -2.646
H6 2.533 1.756 -0.795
H7 -0.999 1.610 0.249
H8 -1.879 -0.230 1.618
H9 0.235 -3.017 2.956
H10 -1.144 -2.003 3.419
H11 0.090 -3.907 0.401
H12 -1.468 -5.239 -1.017
H13 -4.695 -4.158 1.218
H14 -3.304 -2.777 2.752
H15 1.986 -2.035 1.695
H16 2.867 -0.205 0.325



Record 4
Here is an isolated molecule of C15H16N2O4 from the OMol25 dataset. Energies are from ωB97M-V with the def2-TZVPD basis set.

electronic energy: -26984.516 eV
SMILES string: COC(OC)c1ccnc(-c2ccc(OC(C)=O)cc2)n1
multiplicity: 1
ΔE to the lowest compared entry with this formula, charge and spin: 37.17 kcal/mol
largest force on an atom: 0.660 eV/A

Geometry (Å):
C1 4.833 -0.003 1.455
O1 4.939 0.033 0.043
C2 3.742 0.374 -0.616
O2 3.252 1.619 -0.238
C3 4.040 2.700 -0.688
C4 2.659 -0.673 -0.423
C5 2.991 -2.027 -0.393
C6 1.932 -2.905 -0.226
N1 0.683 -2.495 -0.111
C7 0.462 -1.183 -0.166
C8 -0.917 -0.711 -0.050
C9 -1.189 0.657 -0.064
C10 -2.488 1.105 0.039
C11 -3.531 0.190 0.158
O3 -4.798 0.735 0.303
C12 -5.908 0.141 -0.172
C13 -7.115 0.964 0.193
O4 -5.930 -0.880 -0.800
C14 -3.272 -1.174 0.184
C15 -1.968 -1.617 0.076
N2 1.412 -0.261 -0.317
H1 4.399 0.924 1.838
H2 4.217 -0.846 1.786
H3 5.848 -0.121 1.826
H4 4.027 0.374 -1.687
H5 5.070 2.621 -0.326
H6 4.050 2.744 -1.783
H7 3.576 3.599 -0.288
H8 4.013 -2.355 -0.492
H9 2.083 -3.977 -0.182
H10 -0.365 1.348 -0.157
H11 -2.718 2.159 0.032
H12 -7.257 0.928 1.271
H13 -6.956 2.000 -0.094
H14 -7.992 0.564 -0.305
H15 -4.080 -1.881 0.280
H16 -1.746 -2.672 0.092



Record 5
Here is an isolated molecule of C15H16N2O5S from the OMol25 dataset. Energies are from ωB97M-V with the def2-TZVPD basis set.

electronic energy: -39863.245 eV
SMILES string: COc1cc(-c2nnc(SCC#CCO)o2)cc(OC)c1OC
multiplicity: 1
ΔE to the lowest compared entry with this formula, charge and spin: 101.32 kcal/mol
largest force on an atom: 1.734 eV/A

Geometry (Å):
C1 0.015 -1.636 -4.564
O1 -1.330 -1.785 -4.182
C2 -1.693 -1.392 -2.932
C3 -0.833 -0.844 -1.999
C4 -1.326 -0.477 -0.749
C5 -0.456 0.100 0.239
N1 -0.769 0.480 1.442
N2 0.342 0.967 2.022
C6 1.292 0.860 1.142
S1 2.943 1.314 1.311
C7 2.829 1.997 3.029
C8 4.121 1.994 3.655
C9 5.206 1.939 4.165
C10 6.540 1.982 4.742
O2 7.238 3.169 4.432
O3 0.867 0.320 -0.018
C11 -2.668 -0.662 -0.436
C12 -3.542 -1.213 -1.362
O4 -4.871 -1.416 -1.091
C13 -5.364 -1.038 0.171
C14 -3.062 -1.583 -2.632
O5 -3.760 -2.130 -3.657
C15 -5.153 -2.333 -3.587
H1 0.073 -2.013 -5.583
H2 0.325 -0.586 -4.549
H3 0.684 -2.221 -3.924
H4 0.211 -0.691 -2.217
H5 2.434 3.010 2.947
H6 2.118 1.364 3.560
H7 7.102 1.097 4.398
H8 6.472 1.951 5.834
H9 7.227 3.299 3.477
H10 -2.996 -0.365 0.544
H11 -4.878 -1.594 0.978
H12 -5.246 0.036 0.346
H13 -6.425 -1.285 0.150
H14 -5.691 -1.397 -3.422
H15 -5.425 -2.740 -4.561
H16 -5.422 -3.046 -2.806



Record 6
Here is an isolated molecule of C15H16N4O from the OMol25 dataset. Energies are from ωB97M-V with the def2-TZVPD basis set.

electronic energy: -23822.726 eV
SMILES string: N#CCn1c(CN2CCCC2)nc2ccccc2c1=O
multiplicity: 1
ΔE to the lowest compared entry with this formula, charge and spin: 13.89 kcal/mol
largest force on an atom: 0.785 eV/A

Geometry (Å):
N1 -1.870 -3.476 -1.002
C1 -1.015 -3.310 -0.262
C2 0.071 -3.096 0.667
N2 0.681 -1.781 0.521
C3 0.047 -0.612 0.880
C4 -1.399 -0.633 1.338
N3 -2.281 0.208 0.569
C5 -2.320 -0.050 -0.863
C6 -3.017 1.180 -1.466
C7 -3.176 2.155 -0.291
C8 -2.162 1.645 0.728
N4 0.614 0.537 0.815
C9 1.890 0.649 0.338
C10 2.484 1.913 0.255
C11 3.766 2.034 -0.229
C12 4.484 0.910 -0.640
C13 3.915 -0.340 -0.563
C14 2.614 -0.481 -0.074
C15 1.999 -1.791 0.033
O1 2.538 -2.845 -0.248
H1 0.870 -3.816 0.431
H2 -0.272 -3.260 1.694
H3 -1.813 -1.642 1.301
H4 -1.430 -0.278 2.373
H5 -1.310 -0.158 -1.291
H6 -2.865 -0.978 -1.047
H7 -3.982 0.920 -1.898
H8 -2.402 1.616 -2.253
H9 -4.179 2.080 0.126
H10 -2.993 3.189 -0.578
H11 -1.152 2.007 0.492
H12 -2.409 1.923 1.754
H13 1.916 2.772 0.576
H14 4.224 3.010 -0.294
H15 5.488 1.025 -1.019
H16 4.447 -1.227 -0.873



Record 7
Here is an isolated molecule of C15H16O2S from the OMol25 dataset. Energies are from ωB97M-V with the def2-TZVPD basis set.

electronic energy: -30743.437 eV
SMILES string: COc1ccc([C@H](OC)Sc2ccccc2)cc1
multiplicity: 1
ΔE to the lowest compared entry with this formula, charge and spin: 0.00 kcal/mol
largest force on an atom: 1.868 eV/A

Geometry (Å):
C1 5.593 -2.467 0.804
O1 4.874 -1.207 0.783
C2 3.520 -1.158 0.771
C3 2.921 0.123 0.680
C4 1.558 0.232 0.508
C5 0.733 -0.896 0.447
C6 -0.768 -0.720 0.311
O2 -1.426 -1.918 0.551
C7 -2.860 -1.820 0.685
S1 -1.270 -0.027 -1.516
C8 -2.132 1.483 -1.422
C9 -1.409 2.697 -1.474
C10 -2.057 3.903 -1.201
C11 -3.432 3.922 -0.962
C12 -4.186 2.755 -1.122
C13 -3.547 1.538 -1.391
C14 1.304 -2.153 0.642
C15 2.681 -2.304 0.803
H1 6.633 -2.148 0.805
H2 5.382 -3.034 1.720
H3 5.392 -3.067 -0.094
H4 3.541 1.017 0.702
H5 1.063 1.198 0.426
H6 -1.110 0.101 0.967
H7 -3.203 -2.847 0.871
H8 -3.138 -1.165 1.528
H9 -3.293 -1.452 -0.266
H10 -0.348 2.646 -1.717
H11 -1.476 4.829 -1.181
H12 -3.925 4.854 -0.673
H13 -5.273 2.787 -1.045
H14 -4.105 0.622 -1.576
H15 0.661 -3.024 0.701
H16 3.101 -3.301 0.934



Record 8
Here is an isolated molecule of C15H16O4S from the OMol25 dataset. Energies are from ωB97M-V with the def2-TZVPD basis set.

electronic energy: -34837.308 eV
SMILES string: CCOC(=O)C(=O)C/C=C(\SC)C(=O)c1ccccc1
multiplicity: 1
ΔE to the lowest compared entry with this formula, charge and spin: 40.69 kcal/mol
largest force on an atom: 5.752 eV/A

Geometry (Å):
C1 -1.096 -3.521 -2.944
C2 -1.104 -2.169 -3.620
O1 -1.659 -1.241 -2.712
C3 -1.638 0.089 -2.948
O2 -0.991 0.633 -3.839
C4 -2.449 0.887 -1.999
O3 -3.448 0.424 -1.458
C5 -1.910 2.124 -1.400
C6 -1.524 1.635 0.043
C7 -0.233 1.669 0.498
S1 1.131 1.728 -0.552
C8 2.083 3.062 0.296
C9 0.104 1.536 1.932
O4 -0.151 2.428 2.706
C10 0.680 0.303 2.573
C11 1.426 0.364 3.704
C12 2.195 -0.688 4.244
C13 2.214 -1.843 3.485
C14 1.494 -2.044 2.241
C15 0.659 -0.897 1.880
H1 -2.125 -3.710 -2.669
H2 -0.436 -3.616 -2.105
H3 -0.784 -4.198 -3.722
H4 -1.725 -2.224 -4.571
H5 -0.088 -1.817 -3.982
H6 -1.042 2.592 -1.841
H7 -2.697 2.892 -1.286
H8 -2.325 1.387 0.781
H9 1.489 4.007 0.618
H10 2.887 3.315 -0.351
H11 2.594 2.796 1.208
H12 1.599 1.348 4.144
H13 2.662 -0.621 5.255
H14 2.771 -2.728 3.743
H15 1.496 -2.891 1.608
H16 -0.060 -1.012 1.040



Frontier orbital gap per entry: 7.35; 9.02; 9.12; 8.96; 8.33; 8.80; 8.70; 8.65 eV